1.
Below is the ion C2H3IN4 with charge +2 at a distorted geometry, with properties calculated with ωB97M-V with the def2-TZVPD basis set.

```
! RIJCOSX wB97M-V def2-TZVPD def2/J DEFGRID3
* xyz 2 1
C -0.513 0.505 0.228
C 0.784 -1.224 -0.675
N 0.082 0.521 -1.952
N 0.695 -0.425 -1.770
N 0.213 -0.593 0.411
N -0.925 1.497 0.877
I 1.761 -3.034 -0.670
H 0.141 -1.151 1.276
H -1.592 2.150 0.434
H -0.646 1.755 1.841
*
```

Computed properties:
- energy relative to the best compared isomer or geometry (same formula, charge and spin) (kcal/mol) = 44.11
- E_LUMO (alpha / beta) (eV) = -12.42 / -12.42
- largest force on an atom (hartree/bohr) = 0.0609
- E_tot (a.u.) = -593.85721

***

2.
Below is the ion C2H4NS3 with charge +1 at a distorted geometry, with properties calculated with ωB97M-V with the def2-TZVPD basis set.

```
! RIJCOSX wB97M-V def2-TZVPD def2/J DEFGRID3
* xyz 1 1
C 2.399 -1.392 0.477
C 2.563 -0.022 0.028
N -0.275 0.805 -0.337
S 3.802 -2.055 0.902
S 3.850 1.011 -0.257
S 1.655 1.318 -0.357
H 1.528 -1.762 0.863
H -0.545 0.346 -1.176
H -0.742 1.623 -0.169
H -0.393 0.198 0.497
*
```

Computed properties:
- energy relative to the best compared isomer or geometry (same formula, charge and spin) (kcal/mol) = 32.88
- E_LUMO (alpha / beta) (eV) = -6.73 / -6.73
- largest force on an atom (hartree/bohr) = 0.0746
- E_tot (a.u.) = -1327.55196

***

3.
Below is a structure of composition C22H38AsBBrO4RhS5, with properties calculated with ωB97M-V with the def2-TZVPD basis set.

```
! RIJCOSX wB97M-V def2-TZVPD def2/J DEFGRID3
* xyz -2 1
Rh 1.490 -1.943 1.118
S 3.060 -3.646 5.421
As 2.919 -1.985 4.082
S 0.778 -1.926 3.302
S 3.824 -2.363 2.122
S 3.408 -0.117 4.943
C -0.459 2.378 -4.357
C 0.727 3.034 -3.634
C 1.947 3.020 -4.567
C 0.362 4.494 -3.359
C 1.039 2.265 -2.350
C 1.406 0.929 -2.418
C 1.655 0.226 -1.259
Br 2.171 -1.613 -1.388
C 1.554 0.757 0.042
O 1.743 0.069 1.115
C 1.226 2.148 0.104
C 0.973 2.836 -1.073
C 1.166 2.829 1.472
C 2.536 2.723 2.161
C 0.823 4.317 1.349
C 0.095 2.173 2.357
H -0.687 2.906 -5.289
H -1.347 2.394 -3.721
H -0.244 1.336 -4.598
H 1.732 3.560 -5.495
H 2.234 2.000 -4.827
H 2.803 3.491 -4.079
H 0.148 5.002 -4.304
H 1.180 5.023 -2.867
H -0.523 4.571 -2.725
H 1.495 0.416 -3.370
H 0.705 3.879 -0.995
H 3.309 3.191 1.542
H 2.815 1.691 2.363
H 2.503 3.245 3.123
H 1.570 4.858 0.761
H 0.805 4.751 2.351
H -0.161 4.480 0.899
H 0.321 1.125 2.542
H -0.889 2.239 1.881
H 0.053 2.692 3.319
C 1.296 -5.654 3.023
S 0.249 -4.693 1.945
C -0.334 -6.049 0.911
O 1.212 -4.018 0.980
H 0.665 -6.320 3.616
H 1.827 -4.956 3.684
H 2.005 -6.212 2.411
H -0.938 -6.731 1.511
H 0.525 -6.561 0.479
H -0.939 -5.596 0.128
C -3.266 -2.340 1.534
C -2.636 -2.073 0.170
C -3.450 -2.731 -0.930
O -1.325 -2.649 0.191
B -0.421 -1.654 0.620
O -1.076 -0.423 0.615
C -2.323 -0.568 -0.058
C -3.326 0.397 0.549
C -2.081 -0.221 -1.526
H -3.260 -3.416 1.715
H -4.298 -1.982 1.582
H -2.681 -1.865 2.323
H -3.618 -3.781 -0.682
H -2.928 -2.684 -1.885
H -4.424 -2.244 -1.036
H -3.370 0.282 1.631
H -4.324 0.240 0.129
H -3.015 1.420 0.330
H -1.387 -0.931 -1.981
H -1.616 0.766 -1.570
H -3.011 -0.207 -2.102
*
```

Computed properties:
- energy relative to the best compared isomer or geometry (same formula, charge and spin) (kcal/mol) = 0.00
- E_LUMO (eV) = 3.90
- largest force on an atom (hartree/bohr) = 0.0026
- E_tot (a.u.) = -8098.43075

***

4.
Below is a structure of composition C5H13O3P at a distorted geometry, with properties calculated with ωB97M-V with the def2-TZVPD basis set.

```
! RIJCOSX wB97M-V def2-TZVPD def2/J DEFGRID3
* xyz 0 1
C -1.970 -1.089 0.744
C -1.569 1.228 0.247
C 2.884 1.251 -0.225
C -1.512 -0.097 -0.386
C -0.142 -0.484 -1.074
O 1.802 -2.149 1.088
O -0.249 -1.673 -1.798
O 2.917 -0.134 -0.021
P 1.573 -0.816 0.584
H -2.102 -2.137 0.401
H -2.826 -0.801 1.415
H -1.171 -1.119 1.476
H -0.823 1.283 1.083
H -1.360 2.088 -0.456
H -2.540 1.652 0.668
H 2.256 1.689 0.508
H 2.384 1.539 -1.272
H 3.901 1.678 -0.081
H -2.225 -0.173 -1.268
H 0.255 0.276 -1.726
H -0.721 -2.263 -1.303
H 1.238 0.252 1.396
*
```

Computed properties:
- energy relative to the best compared isomer or geometry (same formula, charge and spin) (kcal/mol) = 52.39
- E_LUMO (eV) = 0.76
- largest force on an atom (hartree/bohr) = 0.0855
- E_tot (a.u.) = -765.32445

***

5.
Below is a cluster of 2 separate species, C8H20BF8N2O6P3 in total at a distorted geometry, with properties calculated with ωB97M-V with the def2-TZVPD basis set.

```
! RIJCOSX wB97M-V def2-TZVPD def2/J DEFGRID3
* xyz 0 1
C 6.142 0.440 0.394
N 4.842 0.756 -0.166
C 4.651 0.197 -1.493
B 3.754 0.604 0.736
O 3.749 1.355 1.849
P 2.292 -0.671 0.557
C 3.390 -2.163 1.171
P 2.888 -3.730 0.489
O 1.679 -4.221 1.033
O 4.106 -4.727 0.756
O 2.817 -3.596 -1.085
P 0.928 1.102 -0.009
N 0.977 1.228 -1.737
O -0.623 0.568 0.184
H 6.289 -0.616 0.557
H 6.251 0.952 1.317
H 6.921 0.771 -0.256
H 3.635 -0.064 -1.704
H 4.934 0.928 -2.222
H 5.281 -0.647 -1.682
H 2.851 1.650 2.040
H 1.951 -1.331 -0.662
H 1.395 -0.836 1.641
H 3.365 -2.242 2.230
H 4.399 -1.980 0.833
H 4.918 -4.242 0.582
H 3.690 -3.355 -1.415
H 1.797 1.735 -2.032
H 0.188 1.785 -2.021
H -0.797 -0.002 -0.577
C -4.126 0.576 0.149
C -4.689 1.186 1.438
C -5.990 0.585 1.965
F -6.983 0.726 1.057
F -6.345 1.241 3.095
F -4.832 2.520 1.281
F -3.756 0.983 2.409
O -4.442 1.251 -1.047
C -5.630 1.008 -1.654
C -6.512 2.255 -1.649
F -6.734 2.664 -0.385
F -7.701 1.947 -2.217
F -6.266 -0.040 -1.096
F -5.376 0.701 -2.946
H -3.045 0.656 0.230
H -4.346 -0.488 0.075
H -5.857 -0.476 2.199
H -6.032 3.057 -2.213
*
```

Computed properties:
- E_LUMO (eV) = -0.11
- largest force on an atom (hartree/bohr) = 0.0729
- E_tot (a.u.) = -2725.71259

***

6.
Below is an isolated molecule of C19H11BrFN3O3S at a distorted geometry, with properties calculated with ωB97M-V with the def2-TZVPD basis set.

```
! RIJCOSX wB97M-V def2-TZVPD def2/J DEFGRID3
* xyz 0 1
O 2.773 -4.981 -3.123
O 3.519 -2.767 -3.961
F 0.301 2.813 0.793
Br -4.587 4.077 -2.530
N -0.537 0.276 -1.930
O 0.848 -2.124 1.758
C -0.864 0.761 -0.748
C -0.837 -0.299 4.437
C -1.591 0.691 3.758
C -1.396 4.353 0.114
C -2.489 4.680 -0.679
C -0.036 -1.207 3.781
C -2.486 2.408 -1.577
C -1.410 0.810 2.372
C 1.030 -1.702 -2.434
C 1.751 -2.853 -0.402
C -0.867 3.050 0.119
C -3.074 3.676 -1.473
C 0.221 -0.854 -1.659
C 0.069 -1.167 2.380
C 0.927 -2.034 0.384
C -1.445 2.070 -0.709
C -0.625 -0.123 1.702
C 0.237 -1.045 -0.299
C 1.825 -2.678 -1.817
N -0.435 -0.056 0.300
N 4.347 -3.534 -1.846
S 3.017 -3.583 -2.835
H -0.923 -0.320 5.527
H -2.212 1.425 4.286
H -0.919 5.104 0.745
H -2.869 5.681 -0.714
H 0.532 -1.966 4.308
H -2.899 1.706 -2.257
H -1.993 1.529 1.850
H 1.115 -1.532 -3.514
H 2.321 -3.657 0.085
H 4.609 -2.562 -1.821
H 5.051 -4.067 -2.373
*
```

Computed properties:
- energy relative to the best compared isomer or geometry (same formula, charge and spin) (kcal/mol) = 0.00
- E_LUMO (eV) = -0.27
- largest force on an atom (hartree/bohr) = 0.0646
- E_tot (a.u.) = -4192.67519

***

7.
Below is a structure of composition C4H8NPS at a distorted geometry, with properties calculated with ωB97M-V with the def2-TZVPD basis set.

```
! RIJCOSX wB97M-V def2-TZVPD def2/J DEFGRID3
* xyz 0 1
C -1.889 0.366 -0.108
C 0.630 0.294 -0.584
C -0.195 -1.262 1.299
C -0.116 0.107 0.634
N 0.918 -0.717 -1.268
P 1.127 2.009 -0.885
S -2.581 1.763 -0.174
H -2.176 -0.677 -0.111
H 0.036 -1.237 2.300
H 0.457 -1.852 0.580
H -1.264 -1.687 1.350
H -0.126 1.037 1.263
H 1.523 -0.688 -2.096
H -0.135 2.741 -1.093
H 1.381 1.793 -2.408
*
```

Computed properties:
- energy relative to the best compared isomer or geometry (same formula, charge and spin) (kcal/mol) = 78.08
- E_LUMO (eV) = -0.46
- largest force on an atom (hartree/bohr) = 0.0969
- E_tot (a.u.) = -951.36609